[1]
This record from the Open Molecules 2025 dataset describes a 5-piece molecular cluster, C64H144FP4 overall at a distorted geometry. The level of theory is ωB97M-V/def2-TZVPD.

## Properties
* orbital gap (spin up / spin down): 10.353 / 3.429 eV
* charge: +4
* total energy: -3988.66233 hartree
* 2S+1: 2

Atoms and positions in Å:
1 F 0.68 -0.83 -1.76
2 C 0.88 -4.10 -4.83
3 C 0.64 -5.37 -3.96
4 C -0.55 -5.29 -3.01
5 C -0.27 -4.31 -1.75
6 P -1.71 -3.85 -0.90
7 C -2.77 -5.50 -0.72
8 C -2.13 -6.69 0.06
9 C -3.04 -7.98 -0.06
10 C -2.49 -8.92 -1.18
11 C -1.43 -2.84 0.58
12 C -2.38 -3.02 1.71
13 C -1.68 -3.03 3.08
14 C -2.68 -3.13 4.25
15 C -2.56 -2.78 -1.95
16 C -3.95 -2.23 -1.68
17 C -3.94 -0.85 -1.13
18 C -5.03 0.09 -1.33
19 H 0.02 -4.05 -5.49
20 H 1.88 -4.15 -5.26
21 H 0.94 -3.20 -4.23
22 H 1.55 -5.58 -3.40
23 H 0.69 -6.32 -4.49
24 H -0.66 -6.34 -2.77
25 H -1.50 -5.03 -3.47
26 H 0.23 -3.40 -2.06
27 H 0.29 -4.89 -1.01
28 H -2.89 -5.90 -1.72
29 H -3.79 -5.39 -0.35
30 H -2.14 -6.33 1.08
31 H -1.06 -6.69 -0.13
32 H -4.06 -7.62 -0.16
33 H -2.94 -8.62 0.82
34 H -2.76 -9.93 -0.89
35 H -1.44 -8.80 -1.43
36 H -2.88 -8.86 -2.20
37 H -1.29 -1.83 0.18
38 H -0.40 -3.11 0.82
39 H -3.08 -3.85 1.69
40 H -2.91 -2.07 1.74
41 H -1.03 -2.17 3.22
42 H -1.15 -3.96 3.30
43 H -2.36 -2.87 5.26
44 H -3.08 -4.14 4.15
45 H -3.62 -2.60 4.10
46 H -2.72 -3.47 -2.79
47 H -1.97 -2.05 -2.50
48 H -4.29 -2.80 -0.81
49 H -4.65 -2.31 -2.51
50 H -3.19 -0.28 -1.69
51 H -3.58 -0.76 -0.10
52 H -5.21 0.28 -2.38
53 H -4.80 1.08 -0.94
54 H -5.95 -0.10 -0.78
55 C -5.19 -0.42 6.56
56 C -4.86 1.08 6.58
57 C -3.65 1.52 5.69
58 C -3.38 2.99 5.59
59 P -1.69 3.66 5.24
60 C -1.78 5.51 5.00
61 C -3.00 6.21 5.76
62 C -2.89 7.75 5.61
63 C -2.18 8.29 6.86
64 C -1.07 2.77 3.77
65 C -1.73 3.24 2.50
66 C -1.76 2.19 1.30
67 C -0.41 1.57 0.92
68 C -0.67 3.62 6.66
69 C -1.15 4.45 7.91
70 C -0.08 4.26 9.08
71 C -0.25 5.46 10.08
72 H -5.66 -0.66 5.61
73 H -5.92 -0.64 7.34
74 H -4.34 -1.09 6.62
75 H -4.58 1.36 7.60
76 H -5.76 1.63 6.30
77 H -3.86 1.11 4.71
78 H -2.73 0.96 5.87
79 H -3.80 3.46 6.47
80 H -3.91 3.40 4.73
81 H -1.87 5.63 3.92
82 H -0.82 5.79 5.44
83 H -3.19 5.81 6.76
84 H -3.94 5.99 5.26
85 H -3.88 8.21 5.68
86 H -2.54 8.09 4.64
87 H -2.80 8.27 7.76
88 H -1.90 9.33 6.71
89 H -1.24 7.82 7.14
90 H -1.04 1.69 3.90
91 H -0.03 3.12 3.76
92 H -1.22 4.10 2.06
93 H -2.70 3.68 2.71
94 H -2.17 2.75 0.46
95 H -2.56 1.46 1.45
96 H -0.34 0.69 1.56
97 H 0.43 2.22 1.19
98 H -0.38 1.35 -0.14
99 H 0.29 3.85 6.19
100 H -0.74 2.54 6.84
101 H -2.07 4.11 8.38
102 H -1.19 5.49 7.61
103 H 0.94 4.22 8.71
104 H -0.21 3.38 9.70
105 H -1.23 5.36 10.56
106 H -0.32 6.42 9.57
107 H 0.55 5.75 10.76
108 C 1.68 -0.26 4.93
109 C 1.67 -1.04 3.57
110 C 2.64 -0.65 2.42
111 C 2.34 -1.44 1.18
112 P 3.62 -1.62 -0.04
113 C 3.76 -0.09 -1.04
114 C 3.71 1.17 -0.14
115 C 4.56 2.30 -0.74
116 C 4.53 3.69 -0.16
117 C 5.28 -1.95 0.73
118 C 5.50 -3.26 1.41
119 C 6.88 -3.51 2.17
120 C 8.22 -3.53 1.28
121 C 3.06 -3.03 -1.02
122 C 3.52 -3.07 -2.49
123 C 4.90 -3.55 -2.65
124 C 5.27 -3.47 -4.20
125 H 0.96 -0.73 5.60
126 H 1.32 0.77 4.89
127 H 2.66 -0.34 5.40
128 H 0.71 -0.75 3.15
129 H 1.59 -2.12 3.73
130 H 3.65 -0.84 2.78
131 H 2.47 0.42 2.39
132 H 1.37 -1.10 0.82
133 H 2.02 -2.44 1.46
134 H 3.11 -0.05 -1.91
135 H 4.82 -0.14 -1.32
136 H 4.21 1.02 0.82
137 H 2.65 1.42 -0.02
138 H 4.37 2.45 -1.80
139 H 5.58 1.97 -0.56
140 H 3.49 4.01 -0.24
141 H 5.20 4.38 -0.68
142 H 4.99 3.69 0.83
143 H 5.49 -1.27 1.55
144 H 6.04 -1.77 -0.02
145 H 5.45 -4.00 0.61
146 H 4.60 -3.46 2.00
147 H 6.80 -4.44 2.74
148 H 7.08 -2.63 2.77
149 H 8.17 -4.18 0.41
150 H 9.06 -3.69 1.96
151 H 8.47 -2.51 0.98
152 H 1.98 -2.88 -1.01
153 H 3.17 -3.96 -0.47
154 H 3.41 -2.11 -2.99
155 H 2.78 -3.78 -2.87
156 H 5.10 -4.58 -2.34
157 H 5.64 -2.95 -2.12
158 H 6.22 -3.90 -4.52
159 H 5.17 -2.40 -4.41
160 H 4.50 -3.75 -4.93
161 C -0.31 5.16 -0.40
162 C 0.62 4.15 -1.11
163 C -0.10 3.33 -2.20
164 C 0.92 2.36 -2.87
165 P 0.59 1.52 -4.51
166 C 1.83 0.14 -4.79
167 C 1.75 -0.76 -6.04
168 C 3.13 -1.10 -6.62
169 C 3.12 -2.02 -7.89
170 C -1.10 0.77 -4.48
171 C -1.60 -0.19 -5.61
172 C -3.10 -0.11 -5.86
173 C -3.38 -0.51 -7.26
174 C 0.49 2.62 -5.95
175 C -0.37 3.96 -5.80
176 C -0.64 4.71 -7.12
177 C -1.68 4.02 -8.16
178 H -1.30 4.76 -0.20
179 H -0.41 6.06 -1.00
180 H -0.01 5.40 0.62
181 H 1.17 3.57 -0.37
182 H 1.45 4.69 -1.55
183 H -0.51 3.98 -2.96
184 H -0.88 2.74 -1.70
185 H 1.22 1.61 -2.13
186 H 1.89 2.82 -3.08
187 H 1.83 -0.51 -3.92
188 H 2.73 0.76 -4.80
189 H 1.26 -0.26 -6.88
190 H 1.31 -1.72 -5.79
191 H 3.81 -1.37 -5.81
192 H 3.52 -0.13 -6.92
193 H 4.05 -1.98 -8.46
194 H 2.41 -1.74 -8.67
195 H 2.73 -2.97 -7.52
196 H -1.77 1.62 -4.48
197 H -1.13 0.13 -3.60
198 H -1.09 -1.15 -5.59
199 H -1.20 0.26 -6.52
200 H -3.51 0.86 -5.58
201 H -3.70 -0.81 -5.28
202 H -2.84 -0.10 -8.11
203 H -4.37 -0.10 -7.46
204 H -3.52 -1.59 -7.22
205 H 0.25 2.10 -6.88
206 H 1.53 2.85 -6.19
207 H 0.10 4.55 -5.01
208 H -1.34 3.59 -5.48
209 H 0.25 4.77 -7.74
210 H -1.14 5.64 -6.84
211 H -2.33 3.28 -7.69
212 H -1.15 3.49 -8.95
213 H -2.26 4.84 -8.58

=====

[2]
This record from the Open Molecules 2025 dataset describes C3H8S2 in the gas phase at a distorted geometry. The level of theory is ωB97M-V/def2-TZVPD.

## Properties
* orbital gap: 9.566 eV
* relative energy (zero: lowest compared OMol25 entry of this formula, charge and spin): 31.3 kJ/mol
* total energy: -915.46505 hartree
* SMILES string: CCSSC

Atoms and positions in Å:
1 C 0.84 -0.15 -1.25
2 C -0.50 0.51 -1.56
3 S -1.62 0.80 -0.19
4 S -1.41 -0.70 1.15
5 C -0.06 -0.25 2.26
6 H 0.68 -1.17 -0.90
7 H 1.30 0.32 -0.37
8 H 1.47 -0.04 -2.12
9 H -0.25 1.42 -2.11
10 H -1.09 -0.17 -2.18
11 H -0.11 0.80 2.53
12 H -0.10 -1.00 3.04
13 H 0.86 -0.38 1.70

=====

[3]
This record from the Open Molecules 2025 dataset describes C3H5FS in the gas phase at a distorted geometry. The level of theory is ωB97M-V/def2-TZVPD.

## Properties
* orbital gap: 10.279 eV
* relative energy (zero: lowest compared OMol25 entry of this formula, charge and spin): 53.2 kJ/mol
* total energy: -615.31676 hartree
* SMILES string: C/C(F)=C\S

Atoms and positions in Å:
1 C -0.28 -0.52 -1.25
2 C 0.33 -0.53 0.11
3 F 1.35 -1.43 0.13
4 C 0.12 0.11 1.26
5 S -0.80 1.63 1.46
6 H 0.27 -0.28 -2.11
7 H -1.10 0.29 -1.33
8 H -0.89 -1.49 -1.42
9 H 0.73 -0.18 2.13
10 H 0.27 2.40 1.03

=====

Question: Among the records above, which one has the lowest total energy?
Answer: C64H144FP4

=====

Question: What is the total energy in the second record?
Answer: -915.46505 hartree

=====

Question: The highest total energy belongs to which entry?
Answer: C3H5FS

=====

Question: Which value of total energy does entry 1 give?
Answer: -3988.66233 hartree